2 unconnected molecules or ions with the total composition C2H6O4, computed with ωB97M-V/def2-TZVPD.

```
12
Properties=species:S:1:pos:R:3:forces:R:3
O -1.44180 -0.51214 1.25377 0.2 0.8 0.4
C -1.76162 -0.32728 0.11614 -1.6 -1.8 -1.1
O -1.09433 -0.85718 -0.94248 0.1 0.6 1.0
O -2.98471 0.16788 -0.30260 1.3 -0.1 0.6
H -0.28646 -1.29059 -0.55843 -0.6 0.7 -0.5
H -3.54125 0.36727 0.48261 0.8 -0.2 -0.5
C 1.79621 0.68549 -0.14560 2.5 4.4 0.1
O 1.87005 -0.68304 -0.14755 -0.4 -0.7 -2.0
H 2.52455 1.17980 0.66143 -1.5 -1.1 -1.3
H 2.31260 1.12109 -1.13063 -1.5 -1.2 1.8
H 0.79834 1.21175 0.01356 0.9 -1.2 -0.3
H 1.80841 -1.06305 0.69975 -0.1 -0.3 1.8
```
Positions in Å, forces in eV/Å.

Output
Highest occupied orbital energy ... -10.888 eV
Net charge ... 0
ΔE to the lowest compared entry with this formula, charge and spin ... 47.8 kJ/mol
DFT total energy ... -380.75720 Eh
SMILES ... O=C(O)O.CO

---

A single CBrClF3N molecule, computed with ωB97M-V/def2-TZVPD.

```
7
Properties=species:S:1:pos:R:3:forces:R:3
C 0.19960 0.37840 -0.19238 -0.5 4.2 0.5
N 0.51473 -0.89502 0.20085 -0.6 -2.7 0.6
F -0.17582 0.64454 -1.46047 -0.3 -1.3 0.0
F -0.75640 1.04708 0.57383 0.6 -1.1 -0.3
F 1.33569 1.13433 -0.06852 -0.3 -0.7 0.3
Cl -0.81284 -1.34390 3.21951 0.0 -0.3 -1.0
Br -0.76511 -1.88439 0.97455 1.1 1.8 0.0
```
Positions in Å, forces in eV/Å.

Output
Highest occupied orbital energy (spin up / spin down) ... -11.058 / -11.058 eV
Net charge ... 0
ΔE to the lowest compared entry with this formula, charge and spin ... 131.0 kJ/mol
DFT total energy ... -3426.54279 Eh

---

2 unconnected molecules or ions with the total composition CH2Cl2O2, computed with ωB97M-V/def2-TZVPD.

```
7
Properties=species:S:1:pos:R:3:forces:R:3
C 1.79182 -0.63229 -0.53066 0.4 0.2 -0.6
O -2.25163 1.42352 0.39959 0.1 -0.8 -0.3
O -1.87567 0.14820 0.18904 -1.9 1.1 0.4
Cl 2.30072 -2.16115 -0.04193 0.1 -0.3 0.2
Cl 0.44669 0.08490 0.18044 1.2 -0.2 0.1
H 2.02788 -0.35682 -1.54969 0.0 0.1 0.2
H -2.43981 1.49363 1.35321 0.1 -0.1 0.0
```
Positions in Å, forces in eV/Å.

Output
Highest occupied orbital energy (spin up / spin down) ... -7.972 / -10.780 eV
Net charge ... 0
ΔE to the lowest compared entry with this formula, charge and spin ... 55.9 kJ/mol
DFT total energy ... -1109.93837 Eh
⟨S²⟩ ... 2.008
Multiplicity ... 3